10
Properties=species:S:1:pos:R:3:forces:R:3 method="wB97M-V/def2-TZVPD" e_above_lowest_kj_mol=314.04 homo_lumo_gap_ha="0.277 / 0.260" molar_mass_g_mol=140.948 smiles="CC=[PH2]Br" homo_energy_ev="-8.56 / -8.70"
C 1.4809 -0.0091 -0.4662 0.73 0.11 -0.98
C 0.4975 0.0594 0.6561 -0.67 -0.48 -0.82
P -1.2403 -0.0343 0.2985 -0.08 1.83 -0.57
Br -3.6478 -1.1283 0.3473 0.94 0.22 -0.14
H 0.9874 -0.7259 -1.1776 1.10 0.51 0.10
H 2.5527 -0.3730 -0.1642 -2.17 0.71 -0.64
H 1.5164 1.0098 -1.0016 0.21 -1.54 0.73
H 0.8424 -0.4632 1.5165 0.00 0.09 1.15
H -1.7307 1.0804 1.0300 -0.01 -0.72 0.04
H -1.2583 0.5843 -1.0388 -0.05 -0.72 1.13

10
Properties=species:S:1:pos:R:3:forces:R:3 method="wB97M-V/def2-TZVPD" e_above_lowest_kj_mol=254.03 homo_lumo_gap_ha="0.267 / 0.268" molar_mass_g_mol=140.948 smiles="CC=[PH2]Br" homo_energy_ev="-8.69 / -8.68"
C 0.2797 0.6762 0.9115 0.32 -0.01 0.11
C -0.2067 0.3684 -0.4689 -2.13 -1.08 0.34
P -1.2308 -1.0355 -0.7360 0.62 0.26 -0.27
Br -3.4905 -2.4691 -0.4242 1.17 0.93 -0.07
H -0.5292 0.6336 1.6439 0.02 0.09 0.00
H 0.7005 1.6780 0.9563 0.08 0.00 0.02
H 1.0354 -0.0431 1.2252 0.07 -0.02 0.09
H -0.5588 1.2359 -1.0197 0.16 0.07 -0.27
H -1.2271 -1.1811 -2.1078 -0.31 0.06 -0.34
H -0.4568 -2.1019 -0.3243 -0.01 -0.30 0.39

12
Properties=species:S:1:pos:R:3:forces:R:3 method="wB97M-V/def2-TZVPD" e_above_lowest_kj_mol=405.76 homo_lumo_gap_ha="0.289 / 0.309" molar_mass_g_mol=145.061 homo_energy_ev="-8.16 / -9.17"
C -0.7819 2.1142 -1.3175 -0.82 1.63 0.71
C -0.1251 -2.2616 1.5369 -1.75 -2.67 -1.78
O -1.1745 0.7855 -1.3366 -0.45 -1.77 0.02
Si -1.7861 -0.1593 -0.1396 1.69 -0.08 0.76
Cl -3.1694 -1.3784 -0.9272 -0.57 -0.26 -0.29
Cl -2.5086 1.0901 1.3435 -0.07 -0.18 -0.18
H -1.7061 2.7594 -1.5760 1.45 -0.59 1.32
H -0.1110 2.3689 -2.0973 0.74 -0.45 -1.18
H -0.1568 2.2930 -0.4049 -1.22 0.57 -0.36
H 0.8962 -2.0547 1.4665 1.30 0.99 0.11
H -0.6752 -2.1560 2.4384 -0.19 0.68 0.69
H -0.2802 -3.3492 1.1518 -0.10 2.13 0.18

12
Properties=species:S:1:pos:R:3:forces:R:3 method="wB97M-V/def2-TZVPD" e_above_lowest_kj_mol=663.74 homo_lumo_gap_ha=0.318 molar_mass_g_mol=145.061 homo_energy_ev=-9.55
C -0.0133 1.1899 1.6015 -0.02 0.34 -3.17
C -4.5072 -0.9669 0.2024 -0.13 -0.36 0.73
O -1.3918 -0.0355 -0.2857 -0.75 -2.86 -2.66
Si 0.0436 0.7638 -0.3119 0.78 0.92 1.65
Cl -4.3375 -0.9887 -1.4681 0.03 -0.11 -1.00
Cl -4.2206 0.5869 0.7686 -0.08 0.51 0.33
H 0.4518 0.5200 2.2494 0.14 -1.76 0.97
H 0.5962 2.0390 1.7179 0.29 1.76 0.31
H -1.0786 1.3627 1.7266 0.12 0.10 0.57
H -1.5560 -0.7969 -0.9547 0.44 2.16 1.70
H 1.2817 -0.1342 -0.6815 -1.17 0.89 -0.02
H -0.0896 2.1361 -1.1189 0.35 -1.58 0.61

12
Properties=species:S:1:pos:R:3:forces:R:3 method="wB97M-V/def2-TZVPD" e_above_lowest_kj_mol=351.88 homo_lumo_gap_ha="0.311 / 0.227" molar_mass_g_mol=161.129 homo_energy_ev="-8.41 / -7.71"
C 1.5592 -1.4695 -0.2836 0.45 -0.46 -0.72
C -2.4574 0.4463 0.4722 -1.70 2.13 1.40
Si 1.1480 0.2356 0.5333 -0.28 -1.13 -1.12
S -2.4307 2.1534 -0.0401 1.72 -2.51 -0.84
Cl 0.9793 1.5488 -1.0473 0.01 0.35 -0.29
Cl 2.8114 0.8317 1.5197 0.56 0.24 0.57
H 1.7553 -1.4984 -1.4297 -0.65 0.50 1.92
H 2.5804 -1.6850 0.1637 -1.40 -0.34 -0.23
H 0.7425 -2.2266 -0.0492 1.38 0.74 -0.12
H -2.0624 -0.2808 -0.1707 0.37 -0.85 -0.70
H -3.2927 0.2227 1.1654 0.88 -0.16 -0.48
H -1.3329 1.7219 -0.8338 -1.35 1.48 0.62

10
Properties=species:S:1:pos:R:3:forces:R:3 method="wB97M-V/def2-TZVPD" e_above_lowest_kj_mol=62.53 homo_lumo_gap_ha=0.399 molar_mass_g_mol=79.530 smiles=C[C@@H](N)Cl homo_energy_ev=-9.90
C -0.1861 -0.9257 -0.7255 -0.90 -0.33 0.69
C 0.3742 0.1422 0.3373 -1.93 -2.00 -1.10
N 0.1254 1.4778 0.1286 1.59 -2.27 -0.03
Cl -0.3562 -0.8196 1.9495 -0.16 0.91 0.09
H -1.3331 -0.9416 -0.6479 1.63 0.34 -0.26
H 0.0718 -1.9936 -0.3828 0.01 1.86 -0.56
H 0.1045 -0.7748 -1.8015 -0.06 0.15 1.16
H 1.3334 -0.0589 0.6661 2.03 -0.08 -0.02
H -0.7675 1.7064 -0.0978 -2.96 0.87 -0.84
H 0.6337 2.1877 0.5740 0.74 0.55 0.87